(1)
{"formula": "C29H44BrFeN3P2", "method": "ωB97M-V with the def2-TZVPD basis set", "homo_lumo_gap_ev": [6.6, 4.8], "s_squared": 6.08, "relative_energy_kj_mol": 420.5, "energy_ev": -158244.4766, "spin_multiplicity": 5, "largest_force_ha_per_bohr": 0.064, "homo_ha": [-0.46957, -0.47008], "total_charge": 2, "species": ["C", "C", "C", "C", "N", "C", "C", "C", "C", "C", "C", "C", "C", "C", "Fe", "P", "H", "H", "H", "H", "H", "H", "H", "H", "C", "C", "H", "H", "H", "H", "H", "C", "C", "H", "H", "H", "H", "H", "C", "C", "H", "H", "H", "H", "H", "Br", "P", "C", "C", "H", "H", "H", "H", "H", "C", "C", "H", "H", "H", "H", "H", "C", "C", "H", "H", "H", "H", "H", "C", "N", "C", "C", "N", "C", "H", "H", "H", "H", "H", "H"], "positions_angstrom": [[-0.4202, 6.4048, -2.8342], [-0.7357, 5.0468, -3.1020], [-0.8979, 4.6975, -4.4596], [-0.8083, 5.6899, -5.4495], [-0.5475, 6.9659, -5.1693], [-0.3529, 7.3214, -3.9003], [-0.8840, 4.0403, -2.0637], [-0.7483, 3.2840, -1.1012], [-0.1486, 2.4523, -0.1261], [0.8820, 2.7513, 0.7959], [1.7193, 1.7872, 1.2824], [1.4304, 0.3652, 1.1017], [0.4092, 0.1126, 0.1133], [-0.4456, 1.0930, -0.3577], [-2.4792, 0.2595, -0.2555], [2.7412, -0.8875, 0.7826], [-1.0948, 3.6791, -4.7756], [-0.2300, 6.7745, -1.8328], [-0.9545, 5.4438, -6.5026], [-0.1365, 8.3788, -3.7260], [-1.2189, 0.9330, -1.1702], [1.0777, 3.7894, 1.0615], [0.2446, -0.9021, -0.2900], [2.5566, 2.0566, 1.9190], [2.2747, -2.3683, 1.7186], [3.1025, -3.6320, 1.5437], [1.2229, -2.5869, 1.4833], [2.2637, -2.0400, 2.7699], [2.9407, -4.2849, 2.4119], [2.7907, -4.1985, 0.6557], [4.1791, -3.4411, 1.4810], [2.9421, -1.3243, -0.9622], [3.5643, -0.2601, -1.8617], [1.9578, -1.6084, -1.3591], [3.5565, -2.2389, -0.9732], [3.4932, -0.5983, -2.9027], [3.0236, 0.6910, -1.7933], [4.6218, -0.0968, -1.6224], [4.2192, -0.0830, 1.3619], [5.3642, -1.0505, 1.6244], [3.9513, 0.4527, 2.2839], [4.5091, 0.6449, 0.5872], [6.2437, -0.4842, 1.9436], [5.1238, -1.7490, 2.4304], [5.6458, -1.6179, 0.7304], [1.0149, 0.0134, 3.3129], [-1.9961, -2.6806, -0.7822], [-0.2665, -3.3156, -0.7980], [-0.0752, -4.7304, -1.3658], [0.1183, -3.2912, 0.2335], [0.3267, -2.6184, -1.4101], [0.9824, -4.8900, -1.6148], [-0.3472, -5.5028, -0.6354], [-0.6540, -4.8732, -2.2853], [-2.5406, -2.5714, 0.9430], [-3.7540, -3.4652, 1.1641], [-2.8405, -1.5377, 1.1930], [-1.7083, -2.8563, 1.6013], [-3.9356, -3.5516, 2.2427], [-4.6156, -2.9567, 0.7138], [-3.5512, -4.4372, 0.6937], [-2.0537, -1.2787, -1.9020], [-2.5035, -1.7675, -3.3062], [-1.0563, -0.8368, -2.0130], [-2.8565, -0.4860, -1.6540], [-2.8841, -0.9017, -3.8544], [-1.6782, -2.2019, -3.8822], [-3.3199, -2.4933, -3.2072], [-2.7642, 0.9712, 5.4302], [-2.9630, 1.0012, 3.9875], [-3.3846, 2.1130, 3.2579], [-3.3376, 1.7499, 1.9379], [-2.9195, 0.4287, 1.8392], [-2.6786, 0.0031, 3.0900], [-3.3785, 1.7508, 5.9000], [-3.0445, -0.0152, 5.8189], [-1.7174, 1.1730, 5.7007], [-3.6488, 3.0535, 3.6981], [-3.5799, 2.3177, 1.0492], [-2.3376, -0.9789, 3.4115]]}



(2)
{"formula": "C29H45AsN5O3RbS3", "method": "ωB97M-V with the def2-TZVPD basis set", "homo_lumo_gap_ev": 6.4, "relative_energy_kj_mol": 26.5, "energy_ev": -138396.5448, "largest_force_ha_per_bohr": 0.015, "homo_ha": -0.23030, "species": ["Rb", "C", "C", "N", "C", "C", "S", "C", "C", "N", "H", "H", "H", "H", "H", "H", "H", "H", "H", "H", "H", "H", "H", "H", "S", "C", "C", "C", "C", "C", "N", "H", "H", "H", "H", "O", "C", "N", "C", "O", "C", "C", "C", "C", "N", "C", "H", "H", "H", "H", "H", "H", "H", "H", "C", "As", "C", "C", "C", "C", "C", "C", "C", "C", "H", "H", "H", "H", "H", "H", "H", "H", "H", "H", "H", "H", "H", "C", "S", "C", "O", "H", "H", "H", "H", "H", "H"], "positions_angstrom": [[-0.2768, -0.3255, -0.3462], [-3.4495, -0.6610, 2.2049], [-2.8919, -2.0521, 1.8823], [-2.5721, -2.2720, 0.4849], [-3.6346, -2.5656, -0.4480], [-4.6231, -1.4376, -0.7355], [-3.9519, 0.1496, -1.3054], [-4.4351, 1.2805, 0.0257], [-3.3859, 1.5759, 1.1002], [-2.7007, 0.4028, 1.5787], [-3.4845, -0.5753, 3.3018], [-4.4886, -0.5902, 1.8826], [-3.6091, -2.7922, 2.2793], [-1.9624, -2.1852, 2.4416], [-1.8400, -2.9638, 0.4020], [-4.2555, -3.4233, -0.1279], [-3.1559, -2.8576, -1.3857], [-5.2551, -1.2420, 0.1294], [-5.2980, -1.8009, -1.5135], [-5.3575, 0.8955, 0.4635], [-4.7057, 2.2217, -0.4548], [-3.9027, 2.1503, 1.8901], [-2.6237, 2.2342, 0.6784], [-1.8515, 0.6328, 2.0759], [2.5474, 1.2551, -0.8397], [1.6346, 2.7354, -0.8068], [2.2231, 3.9164, -1.3184], [1.5389, 5.1064, -1.2832], [0.2516, 5.1375, -0.7435], [-0.2568, 3.9481, -0.2669], [0.3932, 2.7812, -0.2802], [3.2196, 3.8564, -1.7318], [1.9999, 6.0069, -1.6715], [-0.3315, 6.0461, -0.6880], [-1.2506, 3.9301, 0.1755], [0.6513, -4.5593, -7.7779], [0.8811, -5.0556, -6.4632], [1.9683, -4.3601, -5.8651], [1.9209, -3.2684, -5.0373], [2.9351, -2.8404, -4.5232], [0.5980, -2.6157, -4.7702], [-0.3823, -2.3461, -5.7154], [-1.5320, -1.6895, -5.3009], [-1.6596, -1.3331, -3.9682], [-0.7156, -1.5674, -3.0561], [0.3875, -2.1800, -3.4616], [0.0498, -5.1565, -8.2355], [1.1285, -6.1192, -6.5061], [-0.0081, -4.9265, -5.8420], [2.9086, -4.6612, -6.0708], [-0.2477, -2.6329, -6.7500], [-2.3185, -1.4446, -6.0013], [-2.5459, -0.8129, -3.6222], [1.1564, -2.3535, -2.7174], [0.6690, 0.0637, 4.9816], [0.8003, 0.4897, 3.0689], [2.7093, 0.8890, 3.0076], [0.0080, 2.3131, 3.1210], [0.8780, 3.3588, 3.7353], [0.8461, 3.6269, 5.1011], [1.6986, 4.5694, 5.6605], [2.5946, 5.2603, 4.8606], [2.6290, 5.0063, 3.4956], [1.7798, 4.0653, 2.9368], [1.1322, 0.8300, 5.6039], [1.1725, -0.8862, 5.1628], [-0.3792, -0.0452, 5.2625], [2.9766, 1.6365, 3.7534], [2.9656, 1.2224, 2.0019], [3.2312, -0.0467, 3.2124], [-0.9375, 2.2086, 3.6607], [-0.2064, 2.5579, 2.0826], [0.1399, 3.1007, 5.7339], [1.6568, 4.7658, 6.7248], [3.2587, 5.9962, 5.2953], [3.3210, 5.5431, 2.8589], [1.8169, 3.8673, 1.8717], [3.5276, -2.2593, -1.0344], [2.6070, -2.1510, 0.4980], [3.2530, -3.6109, 1.3266], [1.1895, -2.4972, 0.1383], [4.5973, -2.1879, -0.8381], [3.2232, -1.4066, -1.6418], [3.2842, -3.1984, -1.5311], [4.3040, -3.4496, 1.5688], [3.1320, -4.4980, 0.7058], [2.6877, -3.7300, 2.2490]]}



(3)
{"formula": "C29H45BMoO2P2", "method": "ωB97M-V with the def2-TZVPD basis set", "homo_lumo_gap_ev": [2.6, 3.6], "s_squared": 2.08, "energy_ev": -55985.4395, "spin_multiplicity": 3, "largest_force_ha_per_bohr": 0.147, "homo_ha": [-0.43240, -0.47143], "total_charge": 2, "species": ["Mo", "C", "C", "C", "C", "C", "C", "H", "H", "H", "C", "H", "H", "H", "C", "H", "H", "H", "C", "H", "H", "H", "C", "H", "H", "H", "C", "C", "C", "C", "C", "C", "C", "C", "H", "H", "H", "H", "H", "H", "H", "H", "H", "H", "H", "H", "P", "C", "C", "P", "C", "C", "C", "H", "H", "H", "H", "H", "H", "H", "H", "H", "H", "H", "H", "H", "H", "O", "B", "O", "C", "C", "C", "C", "C", "C", "H", "H", "H", "H"], "positions_angstrom": [[-0.2354, 0.4072, -1.1968], [-0.9888, -2.7644, 1.8306], [0.1941, -2.8191, 1.0089], [0.2639, -0.8080, 2.2454], [-1.0010, -1.5824, 2.5292], [0.9968, -1.7383, 1.2969], [-1.9702, -3.8739, 1.9755], [-1.9623, -4.5392, 1.1006], [-2.9922, -3.4977, 2.1260], [-1.7127, -4.4742, 2.8586], [-1.9840, -1.2445, 3.5748], [-3.0132, -1.4111, 3.2242], [-1.9087, -0.1950, 3.8802], [-1.8485, -1.8689, 4.4762], [1.0467, -0.4356, 3.4895], [1.2443, -1.3392, 4.0828], [0.4693, 0.2502, 4.1212], [2.0083, 0.0298, 3.2464], [2.4168, -1.5551, 0.9236], [3.0712, -1.7831, 1.7840], [2.6589, -0.5193, 0.6160], [2.7123, -2.2401, 0.1157], [0.4919, -3.9619, 0.1023], [0.7236, -4.8753, 0.6678], [1.3444, -3.7451, -0.5450], [-0.3632, -4.1981, -0.5424], [-0.9231, 1.6096, -2.7990], [-1.5058, 0.1499, -2.6228], [-1.0630, -0.8532, -3.6464], [0.4258, -1.2742, -3.4632], [1.0165, -0.7750, -2.1645], [1.5653, 0.5939, -1.9959], [1.6204, 1.5296, -3.1864], [0.2360, 1.8093, -3.7959], [-1.2348, -0.4696, -4.6625], [1.0341, -0.9819, -4.3339], [-1.6988, -1.7452, -3.5851], [0.0754, 1.2345, -4.7199], [-1.7927, 2.1176, -3.2646], [-2.5819, 0.2020, -2.4773], [0.1989, 2.8617, -4.1127], [2.0702, 2.4844, -2.8715], [2.4611, 0.6510, -1.3608], [2.3108, 1.1444, -3.9590], [0.4583, -2.3752, -3.4561], [1.5710, -1.5502, -1.6356], [-4.1457, -2.4842, 0.0084], [-4.2063, -0.6724, 0.1632], [-4.3266, -2.6210, -1.8052], [4.5664, 0.9344, 0.1040], [-0.7335, 2.3510, -1.4608], [5.6404, 0.3233, -1.2566], [4.2687, 2.5952, -0.6103], [-3.3402, -0.3601, 0.7617], [-5.1453, -0.4852, 0.7233], [-4.1905, -0.1214, -0.7890], [-3.5848, -3.3660, -2.1293], [-4.1757, -1.6856, -2.3656], [-5.3414, -3.0364, -1.9409], [4.2707, 2.5780, -1.7132], [5.0240, 3.3060, -0.2325], [3.2733, 2.8998, -0.2474], [-1.6942, 2.6321, -1.0073], [-0.0364, 3.1906, -1.4938], [6.6469, 0.1202, -0.8538], [5.7038, 1.0270, -2.1025], [5.1831, -0.6287, -1.5782], [-1.4362, 1.1416, 1.7411], [-0.1283, 0.5649, 1.3558], [0.8830, 1.6429, 1.5547], [0.2026, 2.6856, 2.0762], [0.7481, 3.8255, 2.6511], [-0.1059, 4.6397, 3.3981], [-1.4659, 4.3376, 3.5298], [-2.0226, 3.2155, 2.9105], [-1.1668, 2.3878, 2.1974], [1.8104, 4.0249, 2.5311], [0.3040, 5.5243, 3.8853], [-2.1098, 4.9832, 4.1247], [-3.0753, 2.9488, 2.9913]]}



Q: Which formula does entry 2 have?
A: C29H45AsN5O3RbS3